No. 1
{"formula": "C25H49Cl3P2Tm", "method": "wB97M-V/def2-TZVPD", "elements": ["Tm", "Cl", "P", "C", "C", "C", "C", "H", "C", "H", "H", "H", "H", "H", "H", "H", "C", "C", "H", "H", "H", "H", "H", "H", "C", "H", "C", "H", "H", "H", "H", "H", "H", "Cl", "H", "P", "C", "C", "C", "C", "H", "C", "H", "H", "H", "H", "H", "H", "H", "C", "C", "H", "H", "H", "H", "H", "H", "C", "H", "C", "H", "H", "H", "H", "H", "H", "Cl", "C", "C", "C", "C", "C", "C", "C", "H", "H", "H", "H", "H", "H"], "xyz": [[-0.109, 0.060, 0.217], [0.913, 0.244, -2.071], [-0.944, -2.638, -0.713], [0.197, -3.577, -1.879], [-1.286, -3.788, 0.738], [-2.480, -2.678, -1.707], [1.621, -3.023, -1.884], [-0.240, -3.350, -2.869], [0.258, -5.093, -1.689], [0.713, -5.345, -0.725], [0.914, -5.493, -2.473], [-0.717, -5.583, -1.770], [1.638, -1.975, -2.214], [2.232, -3.612, -2.586], [2.092, -3.079, -0.894], [-2.175, -2.139, -2.619], [-3.617, -1.883, -1.074], [-2.912, -4.085, -2.105], [-2.227, -4.537, -2.818], [-3.894, -4.050, -2.586], [-2.999, -4.748, -1.244], [-3.276, -1.093, -0.394], [-4.301, -2.521, -0.506], [-4.240, -1.418, -1.850], [-0.155, -3.740, 1.764], [-1.294, -4.804, 0.323], [-2.634, -3.528, 1.414], [0.838, -3.853, 1.320], [-0.273, -4.592, 2.444], [-0.196, -2.804, 2.341], [-2.741, -2.463, 1.655], [-2.687, -4.082, 2.360], [-3.492, -3.849, 0.817], [-2.148, 0.020, 1.737], [-1.560, 0.991, -0.692], [-0.196, 2.912, -0.819], [-1.084, 3.706, -2.270], [-0.644, 4.021, 0.634], [1.606, 3.277, -1.195], [-2.405, 2.974, -2.517], [-0.400, 3.481, -3.105], [-1.305, 5.215, -2.197], [-2.049, 5.471, -1.438], [-1.701, 5.529, -3.167], [-0.389, 5.777, -2.014], [-2.246, 1.944, -2.852], [-2.978, 3.517, -3.279], [-3.013, 2.932, -1.606], [1.755, 2.729, -2.143], [2.559, 2.633, -0.168], [1.941, 4.739, -1.482], [1.450, 5.090, -2.393], [3.022, 4.844, -1.639], [1.652, 5.394, -0.652], [2.069, 2.214, 0.724], [3.310, 3.347, 0.185], [3.118, 1.809, -0.622], [-2.135, 3.808, 0.963], [-0.483, 5.058, 0.290], [0.229, 3.773, 1.864], [-2.793, 4.258, 0.204], [-2.350, 4.261, 1.943], [-2.372, 2.732, 1.034], [0.186, 2.723, 2.194], [-0.130, 4.398, 2.692], [1.274, 4.046, 1.682], [0.625, 0.356, 3.453], [2.232, -0.236, 3.506], [2.894, -0.262, 4.724], [4.214, -0.760, 4.781], [4.844, -1.195, 3.599], [4.194, -1.105, 2.370], [2.851, -0.632, 2.284], [2.103, -0.706, 1.044], [2.385, 0.122, 5.604], [4.748, -0.804, 5.732], [5.869, -1.582, 3.659], [4.681, -1.425, 1.438], [2.690, -0.754, 0.129], [1.352, -1.524, 1.063]], "forces_ev_per_angstrom": [[-0.670, 1.129, -0.288], [0.331, -0.246, -1.082], [0.280, -0.114, 0.575], [-0.003, 0.064, 0.043], [0.070, -0.463, -0.640], [-0.106, 0.194, -0.310], [0.230, 0.184, -0.149], [0.104, -0.131, 0.297], [-0.016, 0.000, -0.177], [-0.094, -0.015, -0.080], [-0.128, -0.092, 0.133], [0.217, 0.015, 0.109], [0.052, -0.439, 0.224], [-0.079, 0.085, 0.170], [-0.105, -0.010, -0.152], [-0.026, -0.089, 0.208], [-0.631, 0.343, 0.123], [-0.309, -0.013, -0.245], [0.061, -0.050, -0.028], [0.002, 0.030, 0.008], [-0.009, -0.003, 0.052], [-0.007, -0.075, -0.283], [0.160, -0.042, -0.027], [0.220, -0.018, 0.059], [-0.026, 0.015, 0.115], [-0.078, 0.092, 0.046], [-0.040, 0.190, 0.259], [-0.025, 0.199, -0.071], [-0.052, 0.214, 0.124], [0.118, -0.261, -0.099], [-0.073, -0.252, -0.046], [0.121, 0.016, -0.096], [0.220, 0.066, 0.002], [-0.235, -0.191, 0.754], [-0.795, -0.563, -0.691], [1.241, -0.175, 1.518], [0.319, -0.713, 0.243], [-0.058, 0.401, -0.790], [-0.108, 0.358, -0.486], [-0.232, 0.026, -0.146], [-0.176, 0.111, 0.118], [-0.027, -0.119, -0.154], [0.093, 0.033, -0.023], [-0.058, 0.141, 0.018], [-0.168, -0.009, 0.097], [0.005, 0.201, 0.195], [0.002, -0.058, -0.037], [0.126, -0.062, -0.221], [-0.186, 0.157, 0.346], [0.151, -0.096, 0.108], [0.339, 0.034, 0.055], [0.052, -0.012, 0.095], [-0.078, 0.106, 0.036], [0.070, 0.009, -0.074], [0.092, 0.093, -0.333], [-0.133, 0.128, 0.030], [-0.190, 0.027, 0.039], [0.074, -0.107, 0.126], [-0.138, -0.104, 0.349], [-0.003, -0.008, -0.059], [0.177, -0.144, 0.290], [-0.083, -0.018, -0.268], [0.085, 0.354, -0.044], [0.038, 0.346, -0.117], [-0.010, -0.107, -0.043], [-0.155, -0.128, 0.043], [-0.605, 0.009, 0.022], [1.374, -0.227, -0.484], [0.897, -0.336, -0.194], [-0.422, 0.064, -0.309], [-0.005, 0.414, 0.243], [-0.365, 0.373, 0.378], [0.182, -0.940, 0.424], [-0.686, 0.677, -0.263], [0.124, -0.153, -0.027], [-0.215, 0.021, -0.272], [-0.417, 0.135, -0.079], [-0.246, 0.087, 0.516], [0.189, -0.340, 0.095], [0.449, -0.220, 0.197]], "e_homo_ev": [-2.96, -3.00], "spin_multiplicity": 3, "lumo_ha": [0.10095, 0.10095], "total_charge": -1, "fmax_ev_per_a": 1.97, "de_lowest_kcal_mol": 0.00, "energy_ev": -112398.548}


No. 2
{"formula": "C27H33AsF2N4O7PS2Zn", "method": "wB97M-V/def2-TZVPD", "elements": ["Zn", "F", "C", "C", "C", "C", "C", "F", "C", "C", "C", "C", "C", "C", "N", "H", "H", "H", "H", "H", "H", "O", "As", "O", "O", "C", "C", "C", "C", "C", "C", "S", "O", "O", "O", "H", "H", "H", "H", "H", "C", "C", "S", "O", "C", "C", "H", "H", "H", "H", "H", "H", "H", "H", "H", "H", "C", "N", "C", "N", "C", "N", "C", "P", "C", "C", "H", "H", "H", "H", "H", "H", "H", "H", "H", "H", "H", "H"], "xyz": [[0.864, 1.625, 1.499], [-2.730, 5.489, 2.685], [-2.342, 4.194, 2.831], [-1.241, 3.731, 2.141], [-0.845, 2.402, 2.271], [-1.596, 1.556, 3.104], [-2.676, 2.084, 3.799], [-3.391, 1.312, 4.667], [-3.080, 3.398, 3.684], [-1.201, 0.124, 3.183], [-2.088, -0.909, 3.494], [-1.636, -2.215, 3.470], [-0.314, -2.473, 3.146], [0.496, -1.393, 2.841], [0.067, -0.139, 2.857], [-0.685, 4.414, 1.512], [-3.922, 3.778, 4.241], [-3.115, -0.687, 3.733], [-2.316, -3.026, 3.697], [0.080, -3.479, 3.113], [1.536, -1.528, 2.568], [3.680, 3.904, 0.625], [4.017, 2.898, 2.043], [5.018, 1.595, 1.101], [2.615, 1.984, 2.265], [4.782, 0.295, 1.290], [5.634, -0.407, 2.157], [5.459, -1.746, 2.431], [4.416, -2.450, 1.836], [3.582, -1.784, 0.960], [3.747, -0.428, 0.681], [2.637, 0.189, -0.561], [2.643, -0.800, -1.623], [3.056, 1.511, -0.972], [1.292, 0.193, 0.097], [3.257, 3.337, -0.040], [6.434, 0.157, 2.620], [6.135, -2.246, 3.113], [4.268, -3.501, 2.043], [2.784, -2.312, 0.453], [-2.812, 3.569, -2.123], [-1.365, 3.959, -1.868], [-0.416, 2.537, -1.280], [0.602, 3.092, -0.322], [0.461, 2.077, -2.778], [1.454, 3.104, -3.285], [-3.377, 4.424, -2.493], [-3.285, 3.213, -1.209], [-2.886, 2.774, -2.867], [-1.270, 4.673, -1.050], [-0.894, 4.387, -2.753], [-0.327, 1.828, -3.498], [0.976, 1.153, -2.511], [0.978, 4.020, -3.638], [2.015, 2.676, -4.116], [2.163, 3.346, -2.497], [-2.042, -2.615, -3.652], [-0.864, -3.417, -3.347], [-1.310, -4.658, -2.724], [-2.152, -4.478, -1.543], [-3.280, -3.628, -1.912], [-2.908, -2.348, -2.507], [-2.229, -1.491, -1.528], [-0.652, -2.192, -0.831], [0.063, -2.685, -2.476], [-1.380, -3.866, -0.453], [-2.634, -3.155, -4.398], [-1.721, -1.664, -4.083], [-0.433, -5.247, -2.444], [-1.888, -5.221, -3.465], [-3.886, -3.441, -1.023], [-3.888, -4.173, -2.641], [-2.913, -1.282, -0.701], [-2.003, -0.530, -1.999], [0.955, -3.290, -2.299], [0.412, -1.786, -2.988], [-2.022, -3.775, 0.430], [-0.563, -4.543, -0.182]], "forces_ev_per_angstrom": [[0.142, 0.193, 0.217], [0.019, -0.045, 0.013], [-0.013, 0.063, -0.012], [-0.053, -0.008, 0.049], [0.036, -0.135, -0.074], [-0.076, -0.012, 0.017], [-0.037, -0.019, 0.023], [0.008, 0.045, -0.033], [0.038, -0.022, -0.025], [-0.073, -0.017, -0.003], [-0.024, 0.040, 0.011], [0.036, -0.053, 0.000], [-0.013, 0.027, 0.013], [0.143, -0.053, 0.001], [-0.024, 0.066, -0.098], [0.028, 0.038, -0.042], [-0.028, 0.013, 0.014], [-0.015, -0.008, 0.001], [-0.017, -0.019, 0.004], [0.016, -0.035, 0.004], [0.010, -0.014, -0.034], [0.022, -0.008, -0.014], [-0.032, -0.160, -0.012], [0.013, 0.100, -0.080], [-0.213, 0.009, 0.014], [-0.067, -0.012, 0.140], [0.020, 0.042, 0.053], [0.000, -0.046, 0.017], [-0.025, 0.038, 0.001], [0.070, -0.044, -0.010], [0.105, -0.125, -0.138], [-0.122, -0.001, -0.161], [-0.060, -0.018, 0.026], [0.063, 0.041, 0.036], [0.139, 0.351, 0.089], [-0.065, -0.084, -0.118], [0.008, 0.008, -0.003], [0.017, -0.010, 0.014], [-0.006, -0.040, -0.001], [-0.032, -0.019, -0.014], [-0.018, 0.020, -0.015], [-0.009, 0.078, -0.094], [0.116, -0.210, 0.468], [0.031, 0.093, -0.193], [-0.073, -0.026, -0.160], [0.035, 0.002, -0.028], [-0.011, 0.006, 0.001], [-0.004, -0.012, 0.028], [0.005, -0.022, -0.037], [-0.044, 0.005, 0.002], [0.019, 0.018, 0.037], [0.028, 0.037, -0.050], [-0.024, -0.022, -0.007], [-0.013, -0.009, 0.014], [0.020, -0.002, -0.009], [0.006, 0.009, 0.039], [-0.030, 0.011, -0.106], [-0.027, -0.041, -0.013], [0.002, -0.055, -0.031], [0.006, 0.009, -0.019], [-0.060, -0.027, -0.008], [-0.024, -0.034, -0.003], [0.008, 0.079, -0.007], [0.059, -0.037, 0.256], [0.057, 0.058, 0.014], [-0.004, -0.027, -0.029], [0.017, 0.026, 0.005], [0.000, -0.002, 0.001], [-0.005, -0.011, -0.011], [0.017, 0.012, 0.019], [-0.016, -0.002, 0.003], [0.009, 0.008, 0.013], [-0.012, 0.005, -0.007], [0.004, 0.010, 0.029], [-0.002, -0.008, -0.019], [0.014, 0.000, 0.025], [0.003, -0.007, -0.008], [-0.015, -0.001, 0.017]], "e_homo_ev": -5.54, "lumo_ha": 0.08300, "total_charge": -1, "fmax_ev_per_a": 0.53, "de_lowest_kcal_mol": 0.00, "energy_ev": -194482.396}


No. 3
{"formula": "C5H9N", "method": "wB97M-V/def2-TZVPD", "elements": ["C", "C", "C", "C", "C", "N", "H", "H", "H", "H", "H", "H", "H", "H", "H"], "xyz": [[1.343, -0.771, 0.733], [0.102, -0.980, -0.162], [-0.437, 0.336, -0.727], [-0.683, 0.425, -2.061], [-0.905, 1.302, 1.349], [-0.501, 1.440, 0.066], [1.351, 0.274, 1.017], [2.252, -1.014, 0.190], [1.293, -1.412, 1.612], [0.434, -1.575, -1.012], [-0.685, -1.574, 0.310], [-0.675, -0.437, -2.715], [-0.855, 1.388, -2.536], [-1.450, 2.079, 1.883], [-0.585, 0.518, 2.053]], "forces_ev_per_angstrom": [[-0.707, -0.135, -0.129], [0.015, -0.275, -0.417], [1.053, 0.392, 0.102], [0.063, 0.074, -0.530], [0.326, -0.206, 0.857], [-1.276, 0.008, 0.036], [0.279, 0.076, 0.294], [0.167, 0.041, -0.099], [0.110, 0.057, 0.194], [-0.220, -0.134, -0.181], [0.019, 0.195, 0.374], [0.304, -0.139, 0.033], [-0.309, -0.096, 0.247], [0.281, 0.448, -0.368], [-0.103, -0.307, -0.413]], "e_homo_ev": [-0.28, -2.75], "spin_multiplicity": 2, "lumo_ha": [0.16226, 0.16116], "total_charge": -1, "fmax_ev_per_a": 1.28, "de_lowest_kcal_mol": 1.22, "energy_ev": -6818.680}